# 1
Below is the molecule C7H5BrFNO2S, with properties calculated with ωB97M-V with the def2-TZVPD basis set.

The geometry in XYZ format:
```
18
Properties=species:S:1:pos:R:3:forces:R:3
C -0.250 1.860 -1.747 0.64 -1.28 -0.04
C 0.165 2.804 -0.852 -1.51 0.06 2.69
C -0.661 1.455 0.969 -0.17 -0.59 -1.98
C -0.805 0.648 -1.320 1.18 1.73 1.98
C -0.987 0.425 0.057 -0.12 -0.18 -1.58
C -0.098 2.632 0.551 0.67 0.77 -0.18
C -0.641 -2.436 1.046 -0.40 2.68 1.29
N -0.905 1.130 2.335 0.07 1.41 -0.47
O -0.326 0.189 2.734 1.70 -2.88 1.35
O -1.614 1.835 2.974 -1.64 1.35 0.97
F -0.983 -0.291 -2.213 -0.40 -0.61 -0.49
S -1.848 -1.060 0.415 0.57 -1.38 0.72
Br 0.475 3.947 1.931 -0.46 -1.01 -1.56
H 0.116 1.858 -2.753 -0.33 0.53 -0.66
H 0.455 3.775 -1.132 0.94 0.83 -0.61
H -1.440 -2.936 1.617 1.07 -0.39 -0.07
H 0.188 -1.976 1.660 -1.47 -0.34 -0.12
H -0.098 -2.989 0.326 -0.32 -0.70 -1.25
```
Positions in Å, forces in eV/Å.

Results
HOMO energy ... -9.3 eV
Orbital gap ... 9.0 eV
SMILES string ... CSc1c(F)ccc(Br)c1[N+](=O)[O-]


# 2
Below is a structure of composition C16H31NOP2Ru, with properties calculated with ωB97M-V with the def2-TZVPD basis set.

The geometry in XYZ format:
```
52
Properties=species:S:1:pos:R:3:forces:R:3
P 0.768 -1.563 -5.446 0.37 -1.41 -2.69
P 2.389 -3.925 -3.506 1.44 -1.15 -1.45
C 1.955 -2.853 -6.107 0.31 -0.16 0.55
C 2.009 -4.153 -5.304 -0.24 0.41 -0.01
H 2.946 -2.366 -6.182 -0.38 -0.34 -0.04
H 1.575 -3.064 -7.118 0.22 0.16 0.12
H 1.071 -4.732 -5.373 0.40 0.21 -0.14
H 2.851 -4.765 -5.654 -0.32 -0.09 -0.13
C 4.214 -3.719 -3.611 -0.14 -0.03 0.21
H 4.617 -3.647 -2.589 0.07 -0.03 -0.42
H 4.485 -2.817 -4.184 -0.04 -0.36 0.24
H 4.588 -4.626 -4.112 0.18 0.42 0.21
C 2.274 -5.645 -2.932 -0.17 0.10 0.25
H 3.088 -6.180 -3.442 -0.32 -0.15 0.28
H 1.293 -6.062 -3.207 0.38 0.01 0.22
H 2.417 -5.660 -1.841 -0.03 -0.28 -0.36
C 0.954 -0.357 -6.796 0.07 0.36 0.48
H 0.266 0.479 -6.619 0.24 -0.08 -0.32
H 0.696 -0.894 -7.719 0.13 0.39 0.13
H 1.996 -0.008 -6.818 -0.38 0.06 -0.15
C -0.796 -2.367 -5.995 -0.24 0.20 0.58
H -0.951 -3.351 -5.525 0.02 0.43 -0.26
H -0.706 -2.479 -7.086 -0.18 0.00 0.37
H -1.635 -1.699 -5.752 0.07 -0.35 -0.21
Ru -0.010 -0.028 -1.047 -0.09 -0.19 -0.23
C 1.109 -2.620 -0.586 0.21 2.26 -0.10
C 1.927 -1.528 -0.854 0.33 -1.62 0.77
C 2.547 -1.082 -2.162 0.91 0.29 -0.86
C 1.895 -0.020 -3.085 0.84 0.32 0.19
C 0.392 0.072 -3.183 -1.34 -0.88 0.27
C -0.574 -0.975 -2.916 0.64 1.25 -0.67
C -0.140 -2.413 -2.828 0.55 -0.64 0.25
C 0.015 -3.121 -1.456 -0.58 -0.42 -1.21
C -1.410 1.355 -1.034 -0.93 0.87 -0.36
H 1.036 -2.972 0.450 0.20 0.26 -0.27
H 2.478 -1.122 0.013 -0.32 -0.48 -0.39
H 2.844 -1.946 -2.786 -0.62 0.44 0.54
H 3.544 -0.671 -1.921 -0.48 0.00 0.15
H 2.246 0.963 -2.727 -0.17 -0.13 -0.17
H 2.381 -0.121 -4.077 -0.29 0.15 0.32
H 0.024 1.031 -3.586 0.08 -0.52 0.22
H -1.624 -0.760 -3.200 0.70 -0.07 0.34
H 0.877 -2.442 -3.297 -1.44 0.00 0.71
H -0.782 -3.059 -3.452 0.08 0.46 0.37
H -0.945 -3.025 -0.917 0.38 -0.23 0.06
H 0.136 -4.199 -1.684 -0.14 0.38 0.40
H -2.271 1.081 -0.407 0.25 -0.10 -0.14
H -1.726 1.538 -2.065 -0.12 0.09 0.20
H -0.967 2.267 -0.606 0.05 -0.18 -0.07
O 0.255 0.303 3.164 -0.16 -0.82 -4.11
C 0.202 0.112 1.977 0.25 1.03 4.71
N 0.138 -0.067 0.791 -0.23 0.16 1.57
```
Positions in Å, forces in eV/Å.

Results
Total charge ... +2
Multiplicity ... 5
HOMO energy (spin up / spin down) ... -15.2 / -14.3 eV
Orbital gap (spin up / spin down) ... 8.7 / 4.5 eV


# 3
Below is a cluster of 2 separate species, C14H16 in total, with properties calculated with ωB97M-V with the def2-TZVPD basis set.

The geometry in XYZ format:
```
30
Properties=species:S:1:pos:R:3:forces:R:3
C 3.703 1.673 -0.974 -5.45 -2.61 -4.45
C 2.241 0.272 2.129 -1.68 -0.17 0.05
C 0.929 0.757 2.125 -1.27 1.64 -0.58
C 2.988 0.589 0.999 -2.89 1.50 -0.44
C 2.530 1.485 -0.072 0.43 -2.40 3.74
C 0.394 1.562 1.037 1.26 -1.51 3.22
C 1.186 1.921 -0.015 2.12 -0.72 -0.43
H 2.469 -0.399 3.002 0.49 0.70 -1.30
H 0.255 0.626 2.999 0.61 -0.14 -0.69
H 3.822 0.033 0.773 2.35 -0.76 -0.11
H -0.571 1.991 1.223 -0.45 -0.07 -0.47
H 3.729 0.682 -1.620 0.33 2.05 0.92
H 4.546 1.788 -0.498 4.38 0.55 2.62
H 0.745 2.438 -0.814 -0.32 1.04 -1.00
H 3.513 2.495 -1.608 0.13 0.88 -1.10
C -1.375 -3.258 -0.889 1.90 -1.26 -0.68
C -2.787 0.339 -1.592 1.39 -0.82 -0.05
C -2.944 0.784 -0.247 -2.37 1.50 0.48
C -2.216 -0.935 -1.790 0.81 -0.98 1.63
C -1.946 -1.877 -0.698 -0.99 0.99 -0.03
C -2.719 -0.076 0.793 1.78 -3.04 -1.75
C -2.200 -1.415 0.575 -1.10 2.10 0.08
H -2.898 0.932 -2.523 -0.18 -0.06 1.11
H -3.496 1.744 0.149 1.36 -1.49 -1.66
H -1.737 -1.257 -2.717 -0.83 0.31 -0.28
H -2.787 0.154 1.804 -0.54 0.95 1.49
H -1.261 -3.504 -1.932 -0.17 0.28 -0.81
H -1.748 -4.259 -0.527 -0.66 1.63 0.46
H -2.063 -1.982 1.483 0.22 -0.44 -0.15
H -0.302 -3.301 -0.578 -0.66 0.36 0.16
```
Positions in Å, forces in eV/Å.

Results
HOMO energy ... -8.4 eV
Orbital gap ... 9.3 eV
SMILES string ... Cc1ccccc1.Cc1ccccc1


# 4
Below is a cluster of 4 separate species, H9O4 in total, with properties calculated with ωB97M-V with the def2-TZVPD basis set.

The geometry in XYZ format:
```
13
Properties=species:S:1:pos:R:3:forces:R:3
O -0.435 2.772 -0.384 0.26 0.20 0.11
H 0.323 3.303 -0.126 0.12 0.14 0.06
H -0.998 3.365 -0.893 -0.21 -0.19 -0.02
O 0.779 -1.460 2.023 0.48 0.21 -0.27
H 1.685 -1.715 2.247 -0.24 0.04 -0.01
H 0.215 -2.093 2.474 -0.13 -0.01 0.08
O -0.318 -1.484 -1.570 -0.26 -0.53 -0.28
H -0.746 -2.338 -1.431 -0.02 0.05 -0.03
H 0.044 -1.500 -2.464 -0.04 0.13 0.04
O -0.193 0.289 0.079 -0.45 0.25 0.28
H 0.462 -0.075 0.702 -0.18 -0.50 0.25
H -0.540 -0.346 -0.651 0.89 0.07 0.15
H -0.278 1.284 -0.006 -0.23 0.15 -0.36
```
Positions in Å, forces in eV/Å.

Results
Total charge ... +1
HOMO energy ... -15.9 eV
Orbital gap ... 12.8 eV


# 5
Below is the molecule C3H5F2NS, with properties calculated with ωB97M-V with the def2-TZVPD basis set.

The geometry in XYZ format:
```
12
Properties=species:S:1:pos:R:3:forces:R:3
C 0.912 0.419 0.634 -6.59 -3.15 0.13
C -0.676 -0.146 -1.499 -0.18 2.24 -2.06
C -0.191 -0.597 -0.190 4.98 -0.74 0.87
N 0.254 0.792 1.789 0.30 0.97 0.55
F -1.106 -1.178 0.611 -0.28 1.18 0.15
F 0.656 -1.727 -0.485 -0.41 0.77 -0.05
S 2.378 0.878 0.171 2.75 0.81 -1.18
H -1.659 0.434 -1.462 1.45 -0.64 0.12
H 0.167 0.525 -2.043 -2.07 -1.63 1.37
H -0.834 -1.062 -2.080 -0.09 0.34 -0.11
H -0.626 0.389 2.032 -0.12 -0.26 -0.07
H 0.726 1.274 2.521 0.26 0.13 0.28
```
Positions in Å, forces in eV/Å.

Results
Multiplicity ... 3
HOMO energy (spin up / spin down) ... -5.8 / -9.4 eV
Orbital gap (spin up / spin down) ... 6.7 / 6.7 eV


# 6
Below is the molecule C20H22N2O6S, with properties calculated with ωB97M-V with the def2-TZVPD basis set.

The geometry in XYZ format:
```
51
Properties=species:S:1:pos:R:3:forces:R:3
C 3.613 1.129 1.980 -0.09 -0.06 0.40
N 3.548 0.909 0.554 -0.50 -0.77 -0.37
S 2.526 -0.364 0.147 -0.82 0.72 -0.01
O 2.354 -1.343 1.179 0.02 0.24 0.16
O 2.838 -0.797 -1.186 0.21 0.21 -0.09
C 0.996 0.579 0.059 0.29 -0.34 0.15
C -0.024 0.336 0.959 0.10 -0.16 0.11
C -1.195 1.069 0.880 0.04 0.22 -0.16
C -1.334 2.045 -0.103 0.37 0.01 0.22
C -0.287 2.302 -0.983 -0.09 -0.06 0.05
C 0.877 1.558 -0.909 -0.05 0.06 -0.13
H 1.696 1.722 -1.589 0.07 0.11 -0.14
H -0.401 3.082 -1.721 0.02 0.07 -0.06
C -2.559 2.897 -0.169 -0.06 0.01 0.07
O -2.502 4.109 -0.214 0.15 0.14 -0.08
N -3.764 2.261 -0.119 -0.44 0.39 0.17
C -4.071 0.900 -0.247 -0.03 -0.62 -0.25
C -3.339 0.059 -1.075 -0.17 0.23 0.02
C -3.654 -1.292 -1.199 -0.30 -0.30 0.20
C -4.731 -1.760 -0.488 -0.18 0.53 0.30
C -5.488 -0.911 0.324 0.43 -0.28 -0.45
C -5.182 0.418 0.463 -0.02 -0.20 0.02
H -5.769 1.065 1.093 -0.06 0.11 0.13
O -6.503 -1.619 0.901 0.10 0.50 0.05
C -6.365 -2.946 0.435 -0.72 -0.98 0.28
O -5.258 -3.022 -0.437 0.33 0.08 -0.24
H -7.279 -3.244 -0.101 0.23 0.14 0.07
H -6.209 -3.622 1.291 0.03 0.21 -0.18
H -3.081 -1.942 -1.837 0.09 -0.10 -0.10
H -2.514 0.455 -1.643 0.04 0.01 -0.07
H -4.552 2.885 0.005 0.23 0.01 -0.08
H -1.995 0.891 1.583 -0.08 -0.05 0.04
H 0.117 -0.431 1.704 -0.05 -0.07 0.12
C 4.787 0.964 -0.181 0.38 -0.47 -0.24
H 4.519 0.750 -1.215 0.25 0.14 -0.07
H 5.195 1.977 -0.112 -0.06 -0.04 -0.02
C 5.830 -0.071 0.310 0.22 0.47 -0.02
C 6.741 -0.545 -0.826 -0.08 -0.03 0.24
H 7.699 -0.879 -0.422 0.03 0.05 -0.03
C 5.954 -1.733 -1.377 -0.14 0.01 0.18
H 5.162 -1.394 -2.044 0.03 -0.03 -0.06
C 5.330 -2.309 -0.108 0.14 -0.47 -0.16
H 5.994 -3.043 0.369 -0.10 0.04 -0.09
H 4.353 -2.763 -0.281 0.10 -0.04 0.01
O 5.156 -1.220 0.787 0.08 0.18 0.06
H 6.579 -2.456 -1.895 0.00 -0.01 -0.05
H 6.919 0.236 -1.562 0.06 0.06 -0.05
H 6.393 0.355 1.151 -0.03 -0.07 -0.12
H 2.592 1.232 2.343 0.03 0.11 0.24
H 4.089 0.292 2.496 0.01 0.07 0.07
H 4.160 2.051 2.175 -0.05 0.04 -0.03
```
Positions in Å, forces in eV/Å.

Results
HOMO energy ... -8.0 eV
Orbital gap ... 8.4 eV
SMILES string ... CN(C[C@@H]1CCCO1)S(=O)(=O)c1ccc(C(=O)Nc2ccc3c(c2)OCO3)cc1


no.,total energy (eV)
1,-96516.035
2,-41770.052
3,-14775.061
4,-8329.696
5,-20948.594
6,-47196.438